# 1
This record from OMol25 describes C33H38FN7O3PPd as an isolated structure. The level of theory is ωB97M-V/def2-TZVPD.

Geometry as XYZ:
```
84
Properties=species:S:1:pos:R:3
Pd -1.9307 -1.2794 -0.2721
P -3.5085 1.0414 -0.2103
F 4.4423 0.5125 -2.4059
O 0.0625 -0.3347 -0.3651
O -1.1029 -0.7190 3.7648
O -1.9060 -1.2763 1.7769
N 2.7166 -0.3511 2.7486
N -6.1218 1.4612 -1.0978
N 6.3467 0.6045 -0.3248
N 8.6030 1.5486 0.1905
N -2.1634 -1.5453 -2.3064
N -5.7962 1.4204 1.3337
N -5.0512 3.3652 0.0331
C -4.8799 0.7568 -1.4247
C -3.6756 2.8873 -0.1545
C 7.2721 -0.4935 -0.0961
C 2.6951 0.1096 -0.8910
C -0.9807 -0.8802 2.5585
C -2.7464 -1.8708 -4.9684
C 8.2601 1.7520 -1.2575
C -1.6924 -1.0508 -4.5783
C 2.2497 -0.1198 0.4142
C -3.1923 -2.3404 -2.6641
C 4.0183 0.3284 -1.1373
C -5.6038 2.8661 1.2937
C -5.1368 -3.8697 0.7522
C 0.8077 -0.3758 0.6298
C -6.6360 1.0326 0.2036
C 3.1707 -0.1151 1.4653
C 8.5367 0.0847 0.5551
C 6.7701 1.4227 -1.4481
C 3.8847 1.1410 4.3504
C -3.4131 -2.5306 -0.2639
C -4.9978 -3.7748 -1.6383
C 4.9619 0.3619 -0.1004
C 4.5237 0.1485 1.1919
C -4.5166 0.7082 1.3094
C 3.6045 -0.2843 3.9116
C -3.9028 -2.9212 -1.5212
C -5.6182 -4.2505 -0.4969
C -4.0489 -3.0178 0.8750
C 1.3973 -0.5637 2.9440
C -5.9131 2.9075 -1.0563
C 0.4280 -0.6144 1.9867
C -3.5014 -2.5184 -4.0108
C -1.4375 -0.9144 -3.2301
H 8.9108 1.0769 -1.8110
H -5.0834 -0.3176 -1.4776
H -6.7489 -0.0535 0.2018
H 1.0730 -0.6962 3.9694
H 2.9602 1.6438 4.6326
H -5.6238 -4.2444 1.6442
H -3.9280 0.9774 2.1909
H 9.4526 -0.3763 0.1898
H -5.3730 -4.0689 -2.6106
H 9.5190 1.9365 0.4117
H 4.5187 -0.8338 3.6788
H 6.1731 2.3343 -1.4624
H -6.8906 3.3806 -0.9330
H 5.2428 0.2108 1.9966
H 8.5183 0.0380 1.6422
H 3.1121 -0.8440 4.7046
H -3.2780 3.3143 -1.0807
H -3.6847 -2.7244 1.8503
H 7.5234 -1.0066 -1.0336
H -4.5475 1.0646 -2.4221
H -4.6979 -0.3666 1.3842
H -7.6195 1.4892 0.3407
H -6.4712 -4.9104 -0.5770
H -6.5777 3.3393 1.4440
H -1.0841 -0.5237 -5.2985
H 6.6573 0.9299 -2.4182
H 4.3527 1.7261 3.5581
H 1.9777 0.0901 -1.6995
H 6.8238 -1.2298 0.5659
H 7.9051 2.0396 0.7531
H 8.5049 2.7768 -1.5256
H -3.0540 3.2754 0.6581
H -5.4878 3.2340 -2.0079
H -0.6422 -0.2882 -2.8453
H -4.3286 -3.1507 -4.2965
H -4.9464 3.1622 2.1136
H 4.5470 1.1454 5.2161
H -2.9820 -1.9990 -6.0165
```

Values from the calculation:
Multiplicity: 1
Net charge: +1
Highest occupied orbital energy: -8.49 eV
Energy above the lowest of the compared OMol25 structures with the same formula, charge and spin: 38.3 kJ/mol
Gap between HOMO and LUMO: 0.1883 Eh

=====

# 2
This record from OMol25 describes C15H39BeNO9 as an isolated structure at a distorted geometry. The level of theory is ωB97M-V/def2-TZVPD.

Geometry as XYZ:
```
65
Properties=species:S:1:pos:R:3
O -11.5095 -17.0598 -1.3137
O -5.1135 -14.7046 -8.2959
O -13.0235 -16.3842 -2.6766
O -11.8152 -18.1755 -4.4009
O -11.1371 -13.6875 -3.6215
O -14.3253 -13.7309 -2.6436
O -15.3589 -18.0886 -2.4185
O -11.0261 -15.2463 -6.7167
O -12.2018 -15.0972 -1.2748
N -8.5284 -14.9570 -7.5301
C -12.1279 -19.4978 -3.8273
C -5.2433 -14.7627 -6.8629
C -15.3812 -12.0070 -3.8904
C -7.6300 -14.4225 -8.6024
C -16.4839 -16.8869 -4.0480
C -12.3720 -15.4574 -6.2543
C -14.6009 -13.3462 -3.9176
C -6.3087 -15.1308 -9.0223
C -9.9442 -14.2930 -3.9865
C -13.1911 -20.1054 -4.8266
C -8.8302 -13.6248 -3.2259
C -12.2176 -16.1737 -1.8084
C -16.6297 -17.9863 -3.0368
C -9.1647 -16.2395 -7.9059
C -10.4594 -16.5398 -7.0421
Be -10.9317 -15.6953 0.7947
H -11.5185 -14.0974 -2.8417
H -9.0161 -13.9775 -2.2114
H -15.8744 -17.1825 -4.9020
H -13.0161 -16.1007 -6.8539
H -12.6815 -19.3572 -2.8989
H -14.0502 -19.4611 -5.0136
H -14.7806 -17.4757 -2.8785
H -12.3296 -15.8544 -5.2400
H -16.4451 -12.1063 -3.6749
H -11.2124 -17.2206 -7.4390
H -17.4319 -16.7544 -4.5693
H -15.3016 -11.3597 -4.7638
H -4.2813 -14.8450 -6.3571
H -13.6807 -20.9077 -4.2746
H -17.3739 -17.7668 -2.2713
H -14.9544 -11.4517 -3.0552
H -5.8805 -13.9235 -6.5838
H -8.8887 -12.5378 -3.1710
H -10.1526 -16.7622 -6.0200
H -11.2173 -20.0636 -3.6306
H -7.8563 -14.0273 -3.5046
H -8.2183 -14.2868 -9.5099
H -12.8454 -20.5126 -5.7767
H -9.8712 -15.3736 -3.8640
H -9.3954 -14.4407 -7.4880
H -5.7383 -15.7087 -6.6434
H -8.3634 -16.9699 -7.7944
H -12.0857 -17.4875 -3.7884
H -7.6075 -13.4139 -8.1897
H -15.2245 -14.0940 -4.4075
H -13.6636 -14.4112 -2.4993
H -6.0336 -14.9908 -10.0677
H -12.8571 -14.4813 -6.2612
H -16.8702 -18.9166 -3.5515
H -6.4405 -16.2110 -8.9601
H -16.1967 -15.8834 -3.7340
H -9.4488 -16.1153 -8.9509
H -13.7160 -13.2946 -4.5519
H -9.9311 -14.1649 -5.0689
```

Values from the calculation:
Multiplicity: 2
⟨S²⟩: 0.7551
Net charge: -1
Highest occupied orbital energy (spin up / spin down): -5.02 / -4.73 eV
Gap between HOMO and LUMO (spin up / spin down): 0.2643 / 0.1819 Eh

=====

# 3
This record from OMol25 describes a 2-piece molecular cluster, C31H29F2N2 overall at a distorted geometry. The level of theory is ωB97M-V/def2-TZVPD.

Geometry as XYZ:
```
64
Properties=species:S:1:pos:R:3
F -0.4119 -5.1876 -2.7870
F 5.2174 -4.2816 -1.0957
N 1.5022 2.7270 -0.8039
N 0.1677 2.8295 1.0235
C -3.3515 3.9227 3.1999
C -1.0847 -1.7928 -0.5644
C -2.0778 3.4445 2.8931
C -0.9201 2.2683 -1.1515
C 0.2969 2.5685 -0.3550
C -3.1971 1.7865 -2.6557
C 0.2477 -2.3103 -0.6181
C -2.9107 -4.0504 -3.0170
C 4.5675 -2.0918 1.6980
C 4.5723 -3.3724 -0.3026
C -3.0652 1.6588 1.5684
C -3.0467 3.0196 -2.0066
C 1.4911 3.2522 1.4962
C 2.6303 -2.0412 0.2116
C 1.3187 -1.5550 -0.0820
C 0.4154 -3.5870 -1.2452
C -1.8758 -3.4825 -2.1131
C 2.1612 3.6464 0.1804
C 5.2599 -2.9414 0.8259
C -1.0386 1.0537 -1.8303
C -4.3392 2.1362 1.8750
C 3.3389 -2.8845 -0.6903
C -0.5545 1.8190 1.8207
C 6.6667 -3.3724 1.0509
C -1.9427 2.3033 2.0994
C -2.2144 0.7943 -2.5406
C -0.6154 -4.0685 -2.0236
C -1.8996 3.2722 -1.2571
C -4.4868 3.2551 2.7095
C -2.1093 -2.3813 -1.2779
C 3.2919 -1.6403 1.4074
H -3.4466 4.8077 3.8333
H -2.7043 -3.9347 -4.0919
H -5.2157 1.6243 1.4756
H 1.3286 -4.1671 -1.1646
H 3.2440 3.5098 0.1692
H 7.3399 -3.2101 0.1966
H -5.4854 3.6035 2.9911
H -0.1996 0.3552 -1.7821
H -1.1761 3.9514 3.2491
H 2.0191 2.3866 1.9132
H -3.8627 -3.5587 -2.8029
H 2.9427 -3.1087 -1.6789
H -2.9288 0.8093 0.8951
H 0.0203 1.6612 2.7450
H -1.7320 4.2374 -0.7681
H -0.5755 0.8663 1.2692
H -4.0985 1.5770 -3.2395
H 2.7628 -0.9587 2.0791
H 6.6891 -4.4428 1.2807
H 1.1312 -0.5152 0.1457
H 5.0827 -1.7510 2.5914
H 1.9116 4.7077 -0.0077
H 7.0736 -2.8310 1.9089
H -3.0149 -5.1228 -2.8172
H -1.2626 -0.8966 0.0386
H -2.3537 -0.1875 -2.9986
H -3.1079 -1.9559 -1.2484
H -3.8224 3.7859 -2.0823
H 1.4372 4.0406 2.2579
```

Values from the calculation:
Multiplicity: 1
Net charge: +1
Highest occupied orbital energy: -10.57 eV
Energy above the lowest of the compared OMol25 structures with the same formula, charge and spin: 81.7 kJ/mol
Gap between HOMO and LUMO: 0.1695 Eh

=====

# 4
This record from OMol25 describes C44H58Cl2O2P2ReSi as an isolated structure. The level of theory is ωB97M-V/def2-TZVPD.

Geometry as XYZ:
```
110
Properties=species:S:1:pos:R:3
Re -0.1026 0.7440 -0.0331
Cl -7.4882 0.5307 0.0747
Cl -3.3949 -2.8065 -0.7978
P 0.8472 0.1610 -2.3396
P 0.7188 0.3101 2.2622
Si 2.3798 1.4097 0.0332
O -1.7218 -0.3994 -0.4868
O -1.4275 2.0847 0.6953
C -4.9202 1.3057 0.2377
C -5.7906 0.2958 -0.0288
C 4.4911 -0.2947 1.0948
C 0.2168 1.3501 -4.8502
C 2.5702 3.2121 0.5219
C -0.8209 -2.0769 -3.0562
C -3.9384 -1.2068 -0.4752
C -3.0007 -0.1710 -0.2938
C -2.2914 1.2511 -5.3134
C 0.9676 1.7343 3.3920
C 2.8142 -1.4277 3.0086
C 4.1307 -1.8531 2.9000
C 2.3487 -0.4374 2.1495
C -2.2799 2.2066 -4.1156
C 0.4741 -4.2098 -3.5841
C -1.5142 1.5626 -2.9628
C -0.9060 0.6172 -5.5816
C 3.2589 1.1901 -1.5943
C 4.5955 0.5033 -3.9460
C -1.2893 -3.2917 2.8743
C -0.3296 2.9834 5.8271
C 3.1729 0.1424 1.1819
C -0.0907 2.8500 3.3239
C 3.2785 0.1120 -3.7655
C 4.9653 -1.2842 1.9482
C 2.6091 0.4690 -2.5944
C -1.8710 -0.4128 3.1296
C 1.4402 -2.4825 -2.0276
C 0.0330 1.4888 5.7465
C -5.2887 -0.9727 -0.3598
C 1.2421 1.2619 4.8444
C 0.9846 -3.9450 -2.1719
C -3.5244 1.0845 0.1341
C 4.5767 1.5978 -1.8032
C -0.0152 1.4496 -3.3291
C -2.7392 -1.4648 3.8201
C 0.6047 -1.5446 -2.9341
C 5.2400 1.2600 -2.9735
C 0.0607 3.7449 4.5515
C -2.6940 2.1124 0.6011
C -0.7987 -3.3879 -3.8596
C -0.4331 -0.9247 2.9782
C -2.7180 -2.7865 3.0588
C -0.4098 -2.2452 2.1887
H -1.6239 2.1569 -2.0461
H -1.4023 3.0837 6.0010
H 0.2919 2.3686 -5.2359
H 1.0484 -1.5306 -3.9376
H -0.6868 0.6334 -6.6488
H -1.1055 2.4462 3.3013
H 5.0945 2.1805 -1.0484
H 6.2622 1.5800 -3.1288
H -3.1599 3.0304 0.9607
H -0.0273 -1.1053 3.9823
H 3.6339 3.4580 0.5993
H -1.6868 -3.9688 -3.6041
H -3.1809 -2.6455 2.0750
H 1.1832 0.8935 -5.0678
H 1.3455 -2.1695 -0.9808
H 1.2580 -3.9484 -4.3016
H 0.1628 3.4418 6.6849
H -1.1965 -2.2559 -2.0511
H -5.9806 -1.7900 -0.5208
H -0.8616 -3.5413 3.8512
H 2.7935 -0.4693 -4.5410
H 5.1553 0.1200 0.3471
H 0.6106 -2.6188 2.0848
H 2.0878 1.8373 5.2262
H 1.0994 4.0847 4.6105
H -1.9546 0.5839 -2.7630
H 2.1646 -1.8770 3.7505
H 2.0931 3.5154 1.4544
H -3.3016 2.4363 -3.8097
H 0.2411 1.0973 6.7417
H -0.7879 -2.0736 1.1729
H -0.8713 -3.1682 -4.9273
H 0.0375 3.4180 2.4003
H -3.0222 0.4613 -5.1220
H 5.1180 0.2284 -4.8526
H -1.9027 0.5212 3.6893
H 1.9047 2.1425 3.0013
H 0.1863 -4.1594 -1.4537
H 0.4799 2.3653 -2.9884
H -0.9034 -0.4377 -5.2981
H -5.2842 2.2786 0.5458
H -3.7593 -1.0888 3.9168
H -2.6441 1.7818 -6.1971
H -1.2797 -4.2108 2.2865
H -2.3669 -1.6212 4.8386
H -3.3175 -3.5330 3.5801
H -0.8199 0.9116 5.3724
H 2.1560 3.8300 -0.2801
H -2.2852 -0.2086 2.1357
H -1.5022 -1.3688 -3.5254
H 0.2756 -5.2713 -3.7307
H 2.4961 -2.3869 -2.2845
H 1.8106 -4.6101 -1.9213
H 4.5042 -2.6289 3.5553
H -0.5469 4.6428 4.4460
H -1.8123 3.1591 -4.3801
H 5.9899 -1.6223 1.8613
H 1.5671 0.2218 4.8734
```

Values from the calculation:
Multiplicity: 4
⟨S²⟩: 3.7759
Net charge: +2
Highest occupied orbital energy (spin up / spin down): -13.78 / -13.98 eV
Energy above the lowest of the compared OMol25 structures with the same formula, charge and spin: 0.0 kJ/mol
Gap between HOMO and LUMO (spin up / spin down): 0.2624 / 0.2397 Eh

=====

> Look up the multiplicity of the second one.

2

=====

> Look up the net charge of the first one.

+1

=====

> Which value of net charge does entry 4 give?

+2

=====

> Among the records above, which one has the highest multiplicity?

C44H58Cl2O2P2ReSi